# 1
124
Properties=species:S:1:pos:R:3 method="wB97M-V/def2-TZVPD" orbital_gap_ev="8.457 / 2.307" charge=+1 multiplicity=2 energy_ha=-28753.3920 lumo_energy_ev="-2.8 / -9.0" mol_weight_da=1677.98
Br 4.4819 -0.5426 -5.2467
C 3.2361 -2.0929 -5.6801
C 2.5975 -2.1273 -7.1388
Br 1.1295 -3.4270 -7.4295
H 2.4071 -2.1177 -4.9729
H 3.8765 -2.9678 -5.5686
H 3.4168 -2.3611 -7.8186
H 2.1399 -1.1815 -7.4290
Br 1.9041 2.5279 -4.1630
C 1.3153 2.2100 -5.9192
C -0.1884 2.5799 -5.7225
Br -0.8967 2.5426 -7.5629
H 1.4752 1.1791 -6.2352
H 1.8333 2.9333 -6.5490
H -0.3752 3.6018 -5.3925
H -0.8531 1.9948 -5.0870
Br -5.8961 -0.8770 -0.1051
C -6.6097 0.8322 0.6171
C -6.1640 1.9728 -0.3024
Br -6.7042 3.7654 0.4370
H -6.2765 0.8937 1.6531
H -7.6900 0.7241 0.5204
H -6.8240 1.7779 -1.1477
H -5.1635 2.0572 -0.7266
Br -4.1541 -2.0169 -4.7563
C -4.6746 -0.3013 -5.5033
C -4.7876 0.7151 -4.3706
Br -4.8974 2.4771 -5.2984
H -5.4726 -0.4001 -6.2392
H -3.9376 0.1343 -6.1780
H -3.8378 0.6746 -3.8374
H -5.6007 0.3982 -3.7176
Br 0.9032 -3.6386 -2.1921
C -0.8884 -4.2036 -2.9865
C -1.0043 -4.1105 -4.5088
Br -2.6516 -5.0691 -5.0393
H -1.6864 -3.5153 -2.7081
H -1.0638 -5.1807 -2.5363
H -0.2012 -4.6761 -4.9811
H -0.9654 -3.0234 -4.5787
C -1.9102 4.6149 7.5171
C -0.6235 5.0827 7.3287
C 0.2181 4.4432 6.4861
C -0.1730 3.2959 5.7959
C -1.4153 2.6837 6.0655
C -2.3334 3.3360 6.9678
N 0.8182 2.6249 4.8190
O 1.9772 2.9538 4.9052
O 0.3813 1.8197 3.9920
H -2.4829 5.1513 8.2592
H -0.1421 5.8433 7.9255
H 1.2591 4.7164 6.3959
H -1.6992 1.7594 5.5844
H -3.3015 2.8968 7.1582
C 4.9658 0.3526 6.9661
C 4.7309 -0.9661 7.2531
C 3.9098 -1.6333 6.3056
C 3.3425 -1.0387 5.1887
C 3.6596 0.3356 4.9456
C 4.3893 1.0425 5.8869
N 2.4373 -1.7948 4.2811
O 2.1949 -1.2162 3.2380
O 1.9106 -2.8196 4.6671
H 5.6069 0.8121 7.7039
H 5.2516 -1.3899 8.0991
H 3.6571 -2.6645 6.5034
H 3.4465 0.7606 3.9759
H 4.5903 2.0826 5.6768
C -0.1431 -2.9849 1.4484
C 0.9197 -3.8447 1.6554
C 0.7232 -5.1841 1.8061
C -0.5534 -5.7293 1.5706
C -1.6174 -4.9397 1.1857
C -1.4089 -3.5395 1.2141
N -0.7768 -7.1684 1.5595
O -1.9290 -7.5487 1.5367
O 0.1373 -7.8929 1.4803
H 0.0056 -1.9200 1.3470
H 1.9168 -3.4301 1.6776
H 1.6161 -5.7896 1.8559
H -2.5643 -5.3703 0.8951
H -2.2897 -2.9319 1.0682
C 5.2137 -4.4307 1.5292
C 4.3287 -4.0821 0.5547
C 4.4293 -2.9122 -0.1961
C 5.3219 -1.9183 0.2981
C 6.1572 -2.2633 1.3824
C 6.2041 -3.5654 1.8638
N 5.4624 -0.6608 -0.3863
O 6.5255 -0.3515 -0.7683
O 4.4391 -0.1051 -0.7511
H 5.2260 -5.3704 2.0613
H 3.7090 -4.8986 0.2146
H 3.8838 -2.6933 -1.1021
H 6.9892 -1.6338 1.6617
H 6.9373 -3.8177 2.6156
C -1.0658 0.8145 0.8779
C 0.3040 0.5765 0.6548
C 0.6872 0.2494 -0.6740
C -0.2672 0.0151 -1.6685
C -1.6054 0.1382 -1.3314
C -2.0387 0.4975 -0.0659
N 0.0818 -0.3200 -3.0581
O -0.8470 -0.6012 -3.8261
O 1.2702 -0.3686 -3.4075
H -1.2750 1.1199 1.8925
H 1.0377 0.7257 1.4332
H 1.6953 -0.0160 -0.9564
H -2.4271 0.0074 -2.0200
H -3.0647 0.6310 0.2436
C -3.0187 7.3588 -0.9827
C -3.9027 6.3848 -0.5814
C -3.6567 5.0951 -0.9900
C -2.5169 4.7531 -1.7999
C -1.5980 5.8210 -2.0847
C -1.8622 7.1614 -1.7613
N -2.2047 3.3449 -2.0815
O -1.0504 2.9633 -2.1318
O -3.2195 2.6075 -2.2744
H -3.2371 8.3792 -0.7045
H -4.7904 6.6548 -0.0286
H -4.4207 4.3444 -0.8518
H -0.7263 5.5293 -2.6516
H -1.0613 7.8642 -1.9377

=====

# 2
115
Properties=species:S:1:pos:R:3 method="wB97M-V/def2-TZVPD" orbital_gap_ev="4.430 / 4.235" charge=+1 multiplicity=2 energy_ha=-9382.5018 lumo_energy_ev="-4.7 / -4.7" mol_weight_da=1273.79
W 0.1812 -0.5182 0.0815
C -3.1892 2.7145 3.0096
C -3.2924 2.5554 1.4899
C -4.7534 2.7209 1.0446
C -2.4451 3.5511 0.7425
C -2.3230 4.8328 1.2362
C -1.6217 5.8119 0.5461
C -1.0987 5.5228 -0.7044
C -1.1643 4.2528 -1.2477
C -0.8570 4.1143 -2.7152
C -2.1973 4.0120 -3.4600
C 0.0286 2.9354 -3.0827
C -1.7725 3.2025 -0.4823
N -1.6872 1.9020 -0.8267
C -2.7351 1.1370 -1.1740
O -3.6419 1.6090 -1.8612
C -2.8032 -0.2883 -0.7581
C -3.9770 -0.9433 -1.1052
C -4.2998 -2.1776 -0.5607
C -3.4171 -2.7089 0.3704
C -2.2333 -2.0528 0.6368
N -1.8592 -0.8553 0.0738
C -1.2806 -2.6478 1.5952
O -1.6261 -3.5256 2.3726
N -0.0284 -2.0920 1.5393
C 0.7093 -2.4181 2.7561
C 1.5768 -3.5240 2.9199
C 2.2822 -3.6202 4.1172
C 2.1066 -2.7411 5.1659
C 1.1263 -1.7787 5.0697
C 0.3922 -1.6157 3.8965
C -0.8636 -0.7702 3.9820
C -0.6742 0.5464 4.7395
C -1.9422 -1.5938 4.7001
C 1.8021 -4.6955 1.9770
C 0.5225 -5.2978 1.3991
C 2.7908 -4.3393 0.8714
H -3.6064 1.8357 3.4985
H -2.1489 2.8301 3.3066
H -3.7509 3.5787 3.3572
H -2.9748 1.5386 1.2358
H -5.1074 3.7212 1.2804
H -4.8527 2.5651 -0.0265
H -5.3781 2.0003 1.5685
H -2.7842 5.0855 2.1759
H -1.5357 6.8086 0.9512
H -0.6679 6.3268 -1.2848
H -0.3560 5.0348 -3.0378
H -2.0153 3.9774 -4.5325
H -2.8278 4.8701 -3.2346
H -2.7301 3.1094 -3.1663
H 1.0041 3.0275 -2.6121
H -0.4465 2.0126 -2.7669
H 0.1667 2.8929 -4.1600
H -4.6426 -0.4242 -1.7814
H -5.2078 -2.6887 -0.8285
H -3.6030 -3.6372 0.8862
H 2.9722 -4.4411 4.2361
H 2.6711 -2.8610 6.0757
H 0.8855 -1.1761 5.9290
H -1.2447 -0.5486 2.9743
H -0.5433 0.3649 5.8023
H 0.1757 1.1157 4.3743
H -1.5652 1.1540 4.6202
H -1.6537 -1.7889 5.7289
H -2.8776 -1.0398 4.6997
H -2.1012 -2.5454 4.2026
H 2.2669 -5.4777 2.5861
H 0.1794 -4.7423 0.5320
H 0.7085 -6.3224 1.0886
H -0.2714 -5.3012 2.1386
H 2.4182 -3.4803 0.3319
H 3.7670 -4.0891 1.2795
H 2.8934 -5.1707 0.1789
O 4.3766 -3.7649 -3.3302
C 3.5489 -3.0629 -2.5622
C 3.9678 -2.0493 -1.6759
C 3.0639 -1.4258 -0.8727
N 1.7200 -1.7195 -0.8095
C 1.3421 -2.6768 -1.7263
Br -0.4814 -3.1728 -1.6731
C 2.1811 -3.3377 -2.5922
H 5.2994 -3.4973 -3.2075
H 5.0017 -1.7514 -1.6213
H 3.4216 -0.6408 -0.2154
H 1.7901 -4.0698 -3.2778
O 3.0092 -0.2482 -4.3250
C 1.7948 -0.6253 -4.7709
C 1.6878 -1.1706 -6.0484
C 0.4623 -1.5650 -6.5469
C -0.6896 -1.4395 -5.7801
C -0.5993 -0.9343 -4.5053
C 0.6348 -0.5342 -3.9807
C 0.6702 -0.0827 -2.6027
O -0.3213 -0.3781 -1.7933
N 1.6889 0.5791 -2.1200
N 1.4689 1.0001 -0.8032
C 2.3110 1.9781 -0.4874
S 3.6828 2.2975 -1.5275
C 4.0710 3.9103 -0.7737
C 3.6978 3.8650 0.6901
S 2.0669 3.0489 0.8576
H 2.9136 0.2314 -3.4810
H 2.5879 -1.2790 -6.6317
H 0.3966 -1.9750 -7.5417
H -1.6446 -1.7445 -6.1729
H -1.4758 -0.8138 -3.8827
H 3.5021 4.6674 -1.3161
H 5.1382 4.0874 -0.9024
H 4.4140 3.2899 1.2777
H 3.6008 4.8670 1.1055
Cl -0.2873 1.2652 1.5636
Ge 2.1953 -0.2462 2.1293
Cl 4.1059 -1.3440 2.2663
Cl 2.7342 1.1302 3.7057